Molecular formula: C5H33NO13
Method: DFT, ωB97M-V/def2-TZVPD

## Properties
E_HOMO (alpha / beta) (eV): -13.4 / -13.3
Maximum force (eV Å⁻¹): 3.2
Relative energy (zero: lowest compared OMol25 entry of this formula, charge and spin) (kcal/mol): 33.6

Geometry as ORCA input:
```
! wB97M-V def2-TZVPD RIJCOSX def2/J DEFGRID3
* xyz 1 2
C -2.169 -1.462 -0.495
N -0.758 -1.549 -0.464
C -0.023 -0.794 -1.429
C -0.088 -1.327 -2.879
C -0.167 -1.794 0.811
C 1.184 -2.458 0.717
O 2.280 -1.574 0.918
O -2.776 -1.620 0.530
H -2.606 -1.479 -1.541
H -0.359 0.287 -1.483
H 1.037 -0.888 -1.054
H 0.249 -0.709 -3.726
H -1.083 -1.670 -3.168
H 0.570 -2.210 -2.847
H -0.281 -0.968 1.501
H -0.935 -2.421 1.319
H 1.205 -3.165 1.631
H 1.575 -3.003 -0.191
H 2.037 -0.902 1.604
H -1.794 1.028 2.286
H -2.081 2.464 2.735
O -1.727 1.946 1.968
H 3.884 -1.152 -2.671
H 2.506 -0.413 -3.040
O 3.027 -1.222 -3.114
H -3.625 2.032 -0.826
H -2.606 1.986 -1.996
O -3.197 1.418 -1.455
H 1.213 -4.385 -1.804
H 2.464 -3.380 -2.079
O 1.958 -3.907 -1.456
H 2.427 1.216 3.550
H 1.250 1.184 2.696
O 2.208 1.452 2.622
H -0.865 2.780 -1.993
H -0.585 2.627 -3.557
O -0.212 2.751 -2.690
H -2.285 2.962 0.232
H -0.895 3.372 0.226
O -1.644 3.326 -0.403
H 1.009 4.398 2.069
H 1.320 2.992 2.540
O 0.605 3.634 2.576
H 0.174 -0.981 4.783
H -0.428 -0.472 3.376
O 0.329 -0.483 3.981
H -2.778 -0.587 3.602
H -2.559 -0.820 2.100
O -2.118 -0.502 2.922
H 1.473 1.426 -1.763
H 2.569 1.888 -2.734
O 2.089 1.130 -2.438
*
```